(1)
19
Properties=species:S:1:pos:R:3 method="wB97M-V/def2-TZVPD" lumo_ev=0.173 e_above_lowest_kcal_mol=56.0 energy_ha=-783.16723
C 0.30810 1.20390 0.17404
C 1.42618 1.03705 1.12057
C 0.81174 -1.39259 0.17686
C -0.64968 0.08597 -0.13529
C -1.83522 -0.15872 0.80230
C -0.97621 -0.05666 -1.59792
O 0.35746 2.17791 -0.54214
O 2.95443 -0.05212 -0.96918
S 2.38908 -0.42438 0.31724
H 2.07855 1.87406 0.99818
H 1.17653 0.78509 2.08682
H 0.76152 -1.86820 1.10317
H 1.00004 -2.12307 -0.62495
H -1.69762 -0.02923 1.85071
H -2.22500 -1.13722 0.73369
H -2.50106 0.59217 0.41471
H -1.17990 -1.16698 -1.73098
H -0.21396 0.30614 -2.34092
H -1.98497 0.34690 -1.83689


(2)
19
Properties=species:S:1:pos:R:3 method="wB97M-V/def2-TZVPD" lumo_ev=0.792 e_above_lowest_kcal_mol=15.3 energy_ha=-783.23202
C 1.46053 -0.19563 -0.03535
C -0.25021 0.55389 -0.54730
C -1.52356 0.09352 0.01705
C -1.57981 -1.06799 0.97194
C -2.76210 0.26798 -0.83362
C 3.70354 0.41590 0.08890
O 1.54074 -1.26584 0.47848
O 2.35469 0.69098 -0.32700
S -0.86200 1.66864 0.69697
H -0.15283 0.92893 -1.55346
H -2.40832 -0.94192 1.66698
H -0.65620 -1.16063 1.53064
H -1.73587 -1.98625 0.40836
H -3.62646 0.45533 -0.19866
H -2.94560 -0.63553 -1.41325
H -2.64879 1.10796 -1.51493
H 3.78329 -0.61363 0.44025
H 3.95566 1.10571 0.89245
H 4.35329 0.57858 -0.76844


(3)
19
Properties=species:S:1:pos:R:3 method="wB97M-V/def2-TZVPD" lumo_ev=0.687 e_above_lowest_kcal_mol=120.0 energy_ha=-460.15923 smiles=O[C@@H]1[C@H](O)[C@@H]1C1(O)CC1
O 1.73355 1.66569 -0.54451
C 1.87631 0.65249 0.47032
C 1.73519 -0.86946 0.30658
O 1.61568 -1.27827 -0.90615
C 0.51235 -0.10453 0.80685
C -0.81858 -0.10406 0.06317
O -0.93202 -1.54490 -0.08719
C -1.54801 0.78127 -0.84547
C -2.11378 0.49793 0.48048
H 1.53543 1.17430 -1.37032
H 2.31568 1.01298 1.35242
H 2.37733 -1.34363 0.94972
H 0.83063 -1.84634 -0.77582
H 0.62740 -0.39338 1.85375
H -1.35436 -1.65626 -1.03360
H -2.12645 0.22003 -1.72451
H -1.27445 1.88857 -1.07977
H -1.87578 1.21499 1.21171
H -3.11611 0.03257 0.87233


(4)
19
Properties=species:S:1:pos:R:3 method="wB97M-V/def2-TZVPD" lumo_ev=-0.013 e_above_lowest_kcal_mol=97.7 energy_ha=-460.19470
C -0.04904 0.13273 0.30894
C -0.27407 -1.17574 -0.74190
C 0.98228 0.00785 1.40641
C -0.82457 1.41684 0.13745
C 0.92116 -0.14085 -1.18123
C -1.25818 -1.02857 0.66792
O 0.47922 0.74855 -2.13761
O 2.10015 -0.46896 -1.13151
O -2.44752 -0.75315 0.59253
H 1.27279 1.00297 -2.63126
H 0.27946 -2.07980 -0.53599
H -1.00563 -1.09942 -1.53119
H -0.84159 -1.69800 1.43039
H 1.36568 -1.00986 1.49028
H -1.54123 1.34426 -0.67618
H 0.53618 0.28913 2.36236
H 1.83624 0.65281 1.18730
H -1.38822 1.61579 1.05184
H -0.14311 2.24343 -0.06854


Number 1: maximum force 0.087 Eh/bohr, highest occupied orbital energy -8.579 eV. Number 2: maximum force 0.101 Eh/bohr, highest occupied orbital energy -8.384 eV. Number 3: maximum force 0.113 Eh/bohr, highest occupied orbital energy -8.694 eV. Number 4: maximum force 0.036 Eh/bohr, highest occupied orbital energy -8.220 eV.